Entry 1:
Formula: C4H8N2O
Source: OMol25
Level of theory: ωB97M-V/def2-TZVPD

Geometry as ORCA input:
```
! wB97M-V def2-TZVPD RIJCOSX def2/J DEFGRID3
* xyz 0 1
C -0.2763 0.9919 -2.4026
C -0.2149 0.7399 -1.0977
N 0.0402 -0.5420 -0.6273
N 0.1885 -0.8011 0.6563
C 0.4865 -1.9368 1.1470
H -0.6363 1.9389 -2.7639
H 0.0259 0.2711 -3.1561
H 0.0131 1.6772 -0.2279
H 0.3303 -1.2596 -1.2954
H 0.4446 -2.0491 2.2169
H 0.7427 -2.7963 0.5318
C -0.2696 0.8345 1.6948
O 0.3465 1.8193 1.2078
H 0.1262 0.3724 2.6064
H -1.3476 0.7397 1.5096
*
```

Properties
Relative energy (zero: lowest compared OMol25 entry of this formula, charge and spin) ... 128.1 kcal/mol
Highest occupied orbital energy ... -8.098 eV

Charge distribution, natural (NBO) scheme, values in e: -0.502 -0.100 -0.405 -0.135 -0.165 0.210 0.174 0.332 0.354 0.197 0.171 0.259 -0.670 0.139 0.141



Entry 2:
Formula: C4H8N2O
Source: OMol25
Level of theory: ωB97M-V/def2-TZVPD

Geometry as ORCA input:
```
! wB97M-V def2-TZVPD RIJCOSX def2/J DEFGRID3
* xyz 0 1
C 2.0071 1.0614 -0.5170
C -1.2397 -0.0064 -0.4415
C 0.2061 -0.7885 0.2770
N -1.9830 0.5478 0.6649
N 0.0473 -2.0147 0.7891
C 0.9590 0.1925 -0.0092
O -1.8026 -0.7943 -1.2279
H -2.9546 0.7382 0.4496
H -1.5321 1.3374 1.1113
H 0.8374 -2.5376 1.1307
H -0.8648 -2.4186 0.6215
H -0.6016 0.8806 -0.9192
H 1.9862 2.0584 -0.0745
H 2.9686 0.6062 -0.2477
H 1.9667 1.1376 -1.6072
*
```

Properties
Relative energy (zero: lowest compared OMol25 entry of this formula, charge and spin) ... 126.3 kcal/mol
Highest occupied orbital energy (spin up / spin down) ... -8.119 / -8.119 eV

Charge distribution, natural (NBO) scheme, values in e: -0.695 0.448 0.117 -0.887 -0.796 0.140 -0.691 0.391 0.364 0.404 0.420 0.037 0.233 0.268 0.245



Entry 3:
Formula: C4H8N2O
Source: OMol25
Level of theory: ωB97M-V/def2-TZVPD

Geometry as ORCA input:
```
! wB97M-V def2-TZVPD RIJCOSX def2/J DEFGRID3
* xyz 0 1
C -1.7639 0.1873 -0.4007
C -0.3727 0.1761 0.1592
N 0.5353 -0.5476 -0.7643
N 0.4456 -1.7447 -0.6898
O -0.1910 -2.3938 0.1824
H -1.7623 0.7617 -1.2626
H -2.1140 -0.8535 -0.5427
H -2.3691 0.7401 0.3175
H 0.1990 1.1162 0.3083
H -0.3761 -0.2660 1.1618
H 0.8302 -2.3946 -1.3660
C 2.6038 0.7098 1.0172
C 2.5453 -0.4151 0.6535
H 2.1783 1.7751 1.0196
H 2.7792 -1.5093 0.5019
*
```

Properties
Relative energy (zero: lowest compared OMol25 entry of this formula, charge and spin) ... 161.0 kcal/mol
Highest occupied orbital energy ... -9.622 eV

Charge distribution, natural (NBO) scheme, values in e: -0.619 -0.273 -0.178 0.169 -0.538 0.208 0.230 0.219 0.205 0.221 0.369 -0.264 -0.244 0.248 0.247



Entry 4:
Formula: C4H8N2O
Source: OMol25
Level of theory: ωB97M-V/def2-TZVPD

Geometry as ORCA input:
```
! wB97M-V def2-TZVPD RIJCOSX def2/J DEFGRID3
* xyz 0 1
C -1.7347 0.4105 0.6470
C -0.2553 0.5017 0.3899
C 0.2035 1.3317 -0.6089
N 1.5273 1.0970 -0.7886
C 1.8616 0.1469 0.1395
N 0.8416 -0.1720 0.8714
H -2.2668 0.2896 -0.2936
H -1.9221 -0.4790 1.2466
H -2.1163 1.3148 1.1180
H -0.4443 2.0108 -1.1391
H 2.1195 1.3310 -1.5647
H 2.7782 -0.4157 0.0801
O -0.2924 -2.8694 -0.0217
H 0.0712 -2.2767 0.6607
H -0.3711 -2.2211 -0.7366
*
```

Properties
Relative energy (zero: lowest compared OMol25 entry of this formula, charge and spin) ... 27.5 kcal/mol
Highest occupied orbital energy ... -8.823 eV

Charge distribution, natural (NBO) scheme, values in e: -0.644 0.092 -0.111 -0.519 0.162 -0.492 0.221 0.236 0.223 0.215 0.420 0.202 -0.945 0.484 0.458



Entry 5:
Formula: C4H8N2O
Source: OMol25
Level of theory: ωB97M-V/def2-TZVPD

Geometry as ORCA input:
```
! wB97M-V def2-TZVPD RIJCOSX def2/J DEFGRID3
* xyz 0 1
N -2.7208 -0.3280 0.1114
C -1.3677 -0.3985 0.5956
C 1.0587 -0.7248 -0.8341
C 1.5017 0.5471 -0.3784
O 2.3892 0.5011 0.6025
C -0.8257 0.8199 0.4692
N -0.2880 1.8809 0.3437
H -2.8790 -1.2812 -0.1431
H -3.3417 -0.0634 0.8775
H -1.1537 -0.9169 1.5297
H 0.2442 -0.7930 -1.5619
H 1.2084 -1.5796 -0.1765
H 1.2872 1.4092 -0.9795
H 2.2313 -0.5015 -1.4088
H 2.6362 1.3779 0.9170
*
```

Properties
Relative energy (zero: lowest compared OMol25 entry of this formula, charge and spin) ... 145.8 kcal/mol
Highest occupied orbital energy (spin up / spin down) ... -6.769 / -6.768 eV

Charge distribution, natural (NBO) scheme, values in e: -0.818 -0.465 -0.600 0.318 -0.645 0.312 -0.560 0.347 0.341 0.184 0.285 0.262 0.250 0.274 0.513



Entry 6:
Formula: C4H8N2O
Source: OMol25
Level of theory: ωB97M-V/def2-TZVPD

Geometry as ORCA input:
```
! wB97M-V def2-TZVPD RIJCOSX def2/J DEFGRID3
* xyz 0 1
C 1.1978 1.3918 0.1561
C 1.2404 -0.0466 -0.0336
C 2.1747 -0.9921 -0.5215
C -1.0122 -0.2969 0.7061
H 2.2875 1.9515 0.0174
H 0.4137 1.8430 -0.6443
H 0.8575 1.2494 1.4650
H 2.7929 -0.5021 -1.2091
H 2.3097 -2.2323 -0.5773
H -1.4469 -0.8193 1.5275
H -3.3000 -1.3241 -0.2276
H -3.1364 0.2611 -1.1633
N -1.6485 0.1215 -0.2598
N -3.0881 -0.0251 -0.2333
O 0.3580 -0.5800 0.9975
*
```

Properties
Relative energy (zero: lowest compared OMol25 entry of this formula, charge and spin) ... 179.2 kcal/mol
Highest occupied orbital energy ... -9.193 eV

Charge distribution, natural (NBO) scheme, values in e: -0.719 0.257 -0.437 0.377 0.242 0.267 0.269 0.188 0.243 0.140 0.315 0.359 -0.366 -0.608 -0.527



Entry 7:
Formula: C4H8N2O
Source: OMol25
Level of theory: ωB97M-V/def2-TZVPD

Geometry as ORCA input:
```
! wB97M-V def2-TZVPD RIJCOSX def2/J DEFGRID3
* xyz 0 1
N -0.6284 2.4335 0.7324
C -0.7247 1.2924 0.5676
C -0.7988 -0.1788 0.4240
N -2.1057 -0.5316 -0.1234
C 0.3167 -0.7201 -0.4947
C 1.5616 0.1605 -0.5747
O 2.0880 0.4660 0.7007
H -0.6238 -0.5682 1.4390
H -2.1423 -1.5360 -0.2722
H -2.8453 -0.2968 0.5322
H -0.1014 -0.8343 -1.5017
H 0.5988 -1.7142 -0.1301
H 1.3253 1.0738 -1.1360
H 2.3385 -0.3738 -1.1306
H 1.7416 1.3275 0.9673
*
```

Properties
Relative energy (zero: lowest compared OMol25 entry of this formula, charge and spin) ... 37.6 kcal/mol
Highest occupied orbital energy ... -10.269 eV

Charge distribution, natural (NBO) scheme, values in e: -0.338 0.283 -0.153 -0.808 -0.419 -0.067 -0.726 0.217 0.364 0.367 0.223 0.214 0.176 0.185 0.483



Entry 8:
Formula: C4H8N2O
Source: OMol25
Level of theory: ωB97M-V/def2-TZVPD

Geometry as ORCA input:
```
! wB97M-V def2-TZVPD RIJCOSX def2/J DEFGRID3
* xyz 0 1
H 2.4215 -0.5678 1.5920
N 1.7292 -0.4886 0.8195
C 0.7812 0.1595 1.4791
N -0.6083 0.2961 1.0257
C -1.0019 -0.0670 -0.2546
C -2.1317 0.4747 -0.5591
C -0.0133 -0.7465 -1.1369
O 1.0476 0.2758 -1.3603
H 0.6220 0.7432 2.5193
H -1.2821 0.4995 1.6867
H -2.5779 1.4196 0.1484
H -2.8746 0.1663 -1.3850
H 0.2955 -1.6548 -0.8117
H -0.4658 -0.6955 -2.2850
H 1.8285 0.3069 -0.6698
*
```

Properties
Relative energy (zero: lowest compared OMol25 entry of this formula, charge and spin) ... 114.4 kcal/mol
Highest occupied orbital energy ... -8.591 eV

Charge distribution, natural (NBO) scheme, values in e: 0.365 -0.761 0.302 -0.606 0.100 -0.418 -0.095 -0.773 0.176 0.401 0.185 0.215 0.197 0.210 0.504



Entry 9:
Formula: C4H8N2O
Source: OMol25
Level of theory: ωB97M-V/def2-TZVPD

Geometry as ORCA input:
```
! wB97M-V def2-TZVPD RIJCOSX def2/J DEFGRID3
* xyz 0 1
C 0.5920 1.0186 -1.2666
C 0.6436 -0.2483 -0.4478
C -0.4849 -1.2056 -0.4884
N 0.7990 -1.5442 -1.1050
H -0.0208 0.8702 -2.1644
H 0.1511 1.8348 -0.6863
H 1.5946 1.3264 -1.5847
H 1.2087 -0.1729 0.4816
H -0.7511 -1.7836 0.3933
H -1.3255 -0.9559 -1.1352
H 0.7478 -1.4281 -2.1154
N -1.3698 -0.1784 2.5605
C -0.9630 0.8883 2.1470
O -0.5044 1.8426 1.6475
H -1.9661 -0.3154 3.3585
*
```

Properties
Relative energy (zero: lowest compared OMol25 entry of this formula, charge and spin) ... 47.8 kcal/mol
Highest occupied orbital energy ... -9.261 eV

Charge distribution, natural (NBO) scheme, values in e: -0.627 -0.087 -0.270 -0.587 0.200 0.230 0.211 0.194 0.206 0.186 0.343 -0.785 0.874 -0.512 0.423



Entry 10:
Formula: C4H8N2O
Source: OMol25
Level of theory: ωB97M-V/def2-TZVPD

Geometry as ORCA input:
```
! wB97M-V def2-TZVPD RIJCOSX def2/J DEFGRID3
* xyz 0 1
C 2.0610 1.1692 0.6894
C 1.3412 0.0606 -0.0243
C -1.0391 -0.0215 -0.5526
N -1.1604 -1.4928 0.1868
C -2.1107 0.4874 -1.1506
O 1.6505 -1.1651 0.2767
N 0.2446 0.2670 -0.6959
H 0.5608 -1.7875 0.2528
H -2.1155 -1.8172 0.0975
H -1.0378 -1.4430 1.1917
H 1.8435 1.1580 1.7595
H 3.1263 1.0683 0.4996
H 1.7177 2.1302 0.3106
H -1.9760 1.2441 -1.9060
H -3.1060 0.1425 -0.9350
*
```

Properties
Relative energy (zero: lowest compared OMol25 entry of this formula, charge and spin) ... 91.6 kcal/mol
Highest occupied orbital energy ... -7.877 eV

Charge distribution, natural (NBO) scheme, values in e: -0.685 0.688 0.370 -0.924 -0.527 -0.693 -0.643 0.530 0.386 0.362 0.242 0.231 0.240 0.222 0.202



Entry 11:
Formula: C4H8N2O
Source: OMol25
Level of theory: ωB97M-V/def2-TZVPD

Geometry as ORCA input:
```
! wB97M-V def2-TZVPD RIJCOSX def2/J DEFGRID3
* xyz 0 1
C -1.5382 0.2151 -1.1297
C -0.1142 0.3530 -1.5947
O 0.4870 1.4388 -0.8206
C 0.8764 0.8764 0.3283
N 1.1587 1.4070 1.4371
C 0.9119 -0.6180 0.0930
N 0.1886 -1.3866 0.9971
H -1.6843 0.1972 -0.0365
H -1.9976 -0.6755 -1.5689
H -2.0698 1.0946 -1.5160
H 0.5283 -0.6676 -1.1407
H 1.0532 2.4209 1.3928
H 1.9203 -0.9846 -0.1368
H 0.5911 -2.2794 1.2409
H -0.1260 -0.8691 1.8075
*
```

Properties
Relative energy (zero: lowest compared OMol25 entry of this formula, charge and spin) ... 121.8 kcal/mol
Highest occupied orbital energy ... -8.029 eV

Charge distribution, natural (NBO) scheme, values in e: -0.732 0.103 -0.533 0.542 -0.698 -0.132 -0.801 0.197 0.227 0.249 0.197 0.359 0.231 0.387 0.403



Entry 12:
Formula: C4H8N2O
Source: OMol25
Level of theory: ωB97M-V/def2-TZVPD

Geometry as ORCA input:
```
! wB97M-V def2-TZVPD RIJCOSX def2/J DEFGRID3
* xyz 0 1
C 1.4896 -1.0980 0.4321
C 2.0928 -0.0623 -0.0650
N 2.7751 0.9749 -0.0112
O 3.3958 1.5008 -1.1481
H 1.8334 -2.1093 0.3090
H 0.5350 -0.9314 0.9131
H 4.0635 2.1058 -0.7959
C -2.7263 -0.9566 -0.2051
C -1.7534 -0.0650 -0.4001
N -1.1790 0.7124 0.6346
H -3.3003 -1.3739 -1.0114
H -3.0577 -1.2521 0.7768
H -1.5529 0.3143 -1.3938
H -1.5963 0.5528 1.5426
H -1.0193 1.6878 0.4224
*
```

Properties
Relative energy (zero: lowest compared OMol25 entry of this formula, charge and spin) ... 127.4 kcal/mol
Highest occupied orbital energy ... -8.465 eV

Charge distribution, natural (NBO) scheme, values in e: -0.536 0.317 -0.198 -0.549 0.232 0.250 0.478 -0.507 0.009 -0.843 0.207 0.186 0.195 0.373 0.387



Entry 13:
Formula: C4H8N2O
Source: OMol25
Level of theory: ωB97M-V/def2-TZVPD

Geometry as ORCA input:
```
! wB97M-V def2-TZVPD RIJCOSX def2/J DEFGRID3
* xyz 1 2
C 2.1498 -0.6484 -1.1491
C 0.9124 -1.2683 -0.5579
C 0.6594 -1.6273 0.8174
N -0.5218 -2.2661 0.8691
C -0.9485 -2.3870 -0.3668
N -0.0994 -1.9429 -1.2739
H 2.1584 0.2447 -0.5734
H 2.0162 -0.4623 -2.1540
H 2.9322 -1.3420 -1.0736
H 1.4127 -1.7812 1.6000
H -2.0575 -2.6172 -0.5284
H -0.5301 -1.7344 -2.1644
H -2.3437 5.8336 1.4593
H -3.1099 5.7399 2.8445
O -2.6302 6.2591 2.2511
*
```

Properties
Relative energy (zero: lowest compared OMol25 entry of this formula, charge and spin) ... 30.5 kcal/mol
Highest occupied orbital energy (spin up / spin down) ... -13.238 / -13.238 eV
Expectation value of S² ... 0.7609

Charge distribution, natural (NBO) scheme, values in e: -0.663 0.381 0.071 -0.388 0.349 -0.540 0.268 0.252 0.281 0.266 0.264 0.458 0.473 0.475 -0.948



Entry 14:
Formula: C4H8N2O2
Source: OMol25
Level of theory: ωB97M-V/def2-TZVPD

Geometry as ORCA input:
```
! wB97M-V def2-TZVPD RIJCOSX def2/J DEFGRID3
* xyz 0 1
C 0.0749 2.6470 -0.5170
C -0.1100 1.2210 -1.0057
C 0.6567 0.3699 0.0299
O 1.4154 0.6879 0.8935
N 0.1090 -1.0146 0.0540
C 0.2683 -1.9559 1.0716
N -0.8450 -2.9058 0.9817
O 1.1841 -2.0385 1.8202
H -0.4586 3.4223 -1.2003
H -0.1799 2.7548 0.4613
H 1.1390 2.9408 -0.7176
H 0.3071 1.0340 -2.0458
H -1.1605 0.8465 -0.8059
H -0.4749 -1.1411 -0.7127
H -1.0160 -3.2174 0.0430
H -0.9094 -3.6509 1.6498
*
```

Properties
Relative energy (zero: lowest compared OMol25 entry of this formula, charge and spin) ... 27.3 kcal/mol
Highest occupied orbital energy ... -9.820 eV

Charge distribution, natural (NBO) scheme, values in e: -0.596 -0.517 0.709 -0.523 -0.712 0.808 -0.887 -0.548 0.208 0.218 0.222 0.243 0.225 0.386 0.372 0.393



Entry 15:
Formula: C4H8N2O2
Source: OMol25
Level of theory: ωB97M-V/def2-TZVPD

Geometry as ORCA input:
```
! wB97M-V def2-TZVPD RIJCOSX def2/J DEFGRID3
* xyz 0 1
O 1.0508 1.2326 -2.3802
C -0.3782 1.3343 -2.0915
C -1.1331 0.2509 -1.3464
N -0.6219 -0.3017 -0.3060
N 0.7339 0.0214 -0.0882
C 1.0996 -0.3755 1.0071
C 0.3755 -1.0964 2.1736
O -0.4867 -2.2115 1.9652
H 1.2461 0.7496 -1.5140
H -0.4138 2.1872 -1.3347
H -1.0713 1.8788 -2.8384
H -2.2714 0.1516 -1.3823
H 2.1489 -0.1296 1.3696
H -0.2970 -0.4375 2.6068
H 1.0397 -1.2082 3.0351
H -1.0211 -2.0459 1.1244
*
```

Properties
Relative energy (zero: lowest compared OMol25 entry of this formula, charge and spin) ... 114.0 kcal/mol
Highest occupied orbital energy ... -9.671 eV

Charge distribution, natural (NBO) scheme, values in e: -0.722 -0.184 0.115 -0.346 -0.354 0.177 -0.149 -0.720 0.488 0.195 0.210 0.214 0.185 0.196 0.197 0.497



Entry 16:
Formula: C4H8N2O2
Source: OMol25
Level of theory: ωB97M-V/def2-TZVPD

Geometry as ORCA input:
```
! wB97M-V def2-TZVPD RIJCOSX def2/J DEFGRID3
* xyz 0 1
C -0.3570 -2.5371 -0.5500
C -0.4371 0.9951 -0.5814
C -0.5048 2.4119 -1.0609
C 1.1958 -1.9942 1.2855
N 0.5476 -2.3840 0.2728
N -0.0564 0.4960 0.5605
O -0.7530 0.0951 -1.5237
O 0.0999 1.2909 1.6704
H -0.5146 -3.2244 -1.3747
H -0.5864 -0.7635 -1.0141
H -1.2895 2.9119 -0.5817
H -0.4543 2.5565 -2.0814
H 0.3924 3.0877 -0.8501
H 2.0078 -1.3184 1.0567
H 0.9473 -2.5085 2.3045
H -0.2375 0.8850 2.4677
*
```

Properties
Relative energy (zero: lowest compared OMol25 entry of this formula, charge and spin) ... 154.0 kcal/mol
Highest occupied orbital energy ... -8.151 eV

Charge distribution, natural (NBO) scheme, values in e: -0.077 0.529 -0.705 -0.220 -0.266 -0.283 -0.688 -0.589 0.207 0.477 0.237 0.237 0.234 0.220 0.211 0.476



Entry 17:
Formula: C4H8N2O2
Source: OMol25
Level of theory: ωB97M-V/def2-TZVPD

Geometry as ORCA input:
```
! wB97M-V def2-TZVPD RIJCOSX def2/J DEFGRID3
* xyz 0 1
H 1.4931 -1.2429 2.3218
N 0.5743 -0.8875 2.0264
C 0.6552 -0.3219 0.8548
C 1.9714 -0.2416 0.1317
C -0.6104 0.3387 0.3131
O -1.7081 -0.5102 0.7003
C -0.6845 0.6445 -1.1838
N -1.9584 0.6338 -1.6897
O 0.2637 0.9650 -1.8920
H 1.8589 -0.5372 -0.9124
H 2.3605 0.7773 0.1958
H 2.6963 -0.9251 0.5844
H -0.7385 1.2896 0.8419
H -1.3972 -0.9315 1.5327
H -2.6856 0.1812 -1.1432
H -2.0907 0.7679 -2.6819
*
```

Properties
Relative energy (zero: lowest compared OMol25 entry of this formula, charge and spin) ... 25.9 kcal/mol
Highest occupied orbital energy ... -9.994 eV

Charge distribution, natural (NBO) scheme, values in e: 0.351 -0.669 0.328 -0.684 -0.067 -0.736 0.659 -0.817 -0.615 0.254 0.242 0.209 0.216 0.508 0.416 0.406